A single C19H18N4O2S molecule at a distorted geometry, computed with wB97M-V/def2-TZVPD.

The geometry in XYZ format:
```
44
Properties=species:S:1:pos:R:3
O -0.30 -0.46 -1.88
C -1.15 -1.19 -1.42
C -1.01 -2.70 -1.58
S -0.76 -3.63 -0.01
C 0.30 -2.57 0.85
N 1.28 -2.92 1.63
N 1.78 -1.77 2.14
C 1.09 -0.79 1.65
C 1.31 0.67 1.85
N 2.70 1.04 1.69
C 3.38 0.75 0.51
C 2.73 0.53 -0.71
C 3.46 0.32 -1.86
C 4.84 0.31 -1.83
C 5.49 0.52 -0.63
C 4.77 0.74 0.53
O 0.11 -1.23 0.83
N -2.25 -0.75 -0.77
C -3.36 -1.59 -0.31
C -4.33 -0.65 0.43
C -3.67 0.69 0.32
C -4.09 1.91 0.81
C -3.29 3.03 0.59
C -2.11 2.92 -0.12
C -1.69 1.70 -0.63
C -2.48 0.59 -0.40
H -0.14 -2.88 -2.21
H -1.90 -3.15 -2.03
H 0.99 0.96 2.85
H 0.69 1.21 1.12
H 3.26 0.84 2.51
H 1.65 0.52 -0.77
H 2.93 0.15 -2.79
H 5.41 0.14 -2.73
H 6.57 0.52 -0.59
H 5.28 0.89 1.47
H -2.98 -2.38 0.35
H -3.84 -2.06 -1.17
H -4.45 -0.95 1.47
H -5.32 -0.65 -0.03
H -5.01 1.99 1.37
H -3.61 3.99 0.97
H -1.51 3.79 -0.29
H -0.78 1.62 -1.20
```

Summary:
Energy relative to the best compared isomer or geometry (same formula, charge and spin) (kJ/mol): 203.8
E_LUMO (eV): 0.407
E_tot (hartree): -1502.5186
Gap between HOMO and LUMO (eV): 8.33
SMILES string: O=C(CSc1nnc(CNc2ccccc2)o1)N1CCc2ccccc21


A molecular structure, C19H18N4O2S5Zn, computed with wB97M-V/def2-TZVPD.

The geometry in XYZ format:
```
49
Properties=species:S:1:pos:R:3
Zn -1.37 1.39 -0.58
S -0.56 0.97 2.06
C 0.82 1.10 1.11
N 0.77 1.26 -0.19
C 2.02 1.28 -0.79
C 2.27 1.39 -2.16
C 3.58 1.37 -2.60
C 4.65 1.24 -1.71
C 4.41 1.14 -0.34
C 3.09 1.16 0.10
S 2.48 1.01 1.73
H 1.44 1.49 -2.85
H 3.78 1.45 -3.66
H 5.67 1.22 -2.08
H 5.23 1.04 0.37
S -1.63 1.37 -3.82
C -1.37 0.61 -2.47
O -1.46 5.53 0.01
C -1.69 4.36 -0.08
N -1.95 3.20 -0.15
C -1.61 -3.88 -0.79
S -1.42 -2.19 -0.17
O -1.50 -2.35 1.32
C 0.33 -2.14 -0.59
C 1.26 -2.22 0.43
C 2.62 -2.19 0.10
C 3.01 -2.08 -1.22
C 2.06 -1.98 -2.23
C 0.71 -2.00 -1.92
H -0.94 -4.51 -0.21
H -1.37 -3.92 -1.85
H -2.66 -4.16 -0.62
H 0.92 -2.28 1.45
H 3.36 -2.23 0.89
H 4.07 -2.05 -1.47
H 2.38 -1.86 -3.26
H -0.04 -1.87 -2.69
S -3.84 0.11 -0.29
C -3.72 0.50 1.34
N -3.49 -0.36 2.35
C -3.29 0.34 3.62
C -3.46 1.82 3.23
N -3.86 1.75 1.83
H -2.94 -1.19 2.12
H -2.30 0.13 4.02
H -4.04 0.02 4.34
H -2.52 2.37 3.34
H -4.23 2.31 3.83
H -3.67 2.51 1.19
```

Summary:
Spin multiplicity: 2
Energy relative to the best compared isomer or geometry (same formula, charge and spin) (kJ/mol): 60.6
E_LUMO (spin up / spin down) (eV): 2.479 / 2.477
E_tot (hartree): -4874.7142
Gap between HOMO and LUMO (spin up / spin down) (eV): 5.62 / 7.42
Total charge: -1


A single C19H18N4O3 molecule at a distorted geometry, computed with wB97M-V/def2-TZVPD.

The geometry in XYZ format:
```
44
Properties=species:S:1:pos:R:3
C 3.19 -1.47 3.71
C 2.12 -0.81 4.54
N 1.04 -0.19 4.10
N 0.83 -0.21 2.74
C -0.41 0.22 2.23
O -1.33 0.48 3.01
C -0.69 -0.08 0.88
C -0.82 -1.45 0.53
C -1.10 -1.81 -0.78
C -1.27 -0.82 -1.77
C -1.10 0.50 -1.46
N -1.38 1.46 -2.41
N -0.84 1.06 -3.65
C -1.21 1.82 -4.80
C 0.05 2.12 -5.65
C -2.26 1.10 -5.63
C -2.39 -0.23 -5.72
C -3.65 -0.47 -6.32
C -4.17 0.76 -6.55
O -3.31 1.79 -6.21
C -0.79 0.94 -0.09
C 2.44 -0.66 6.03
C 3.57 -1.00 6.76
C 3.40 -0.46 8.05
C 2.15 0.23 8.01
O 1.56 0.05 6.76
H 2.72 -1.80 2.80
H 3.55 -2.40 4.16
H 4.06 -0.91 3.60
H 1.49 -0.37 2.04
H -0.68 -2.18 1.36
H -1.26 -2.84 -1.06
H -1.50 -1.14 -2.78
H -1.62 2.69 -4.47
H -0.21 2.61 -6.59
H 0.65 2.83 -5.07
H 0.48 1.18 -5.93
H -1.83 -0.99 -5.19
H -4.13 -1.57 -6.32
H -5.14 0.89 -7.02
H -0.49 2.00 0.21
H 4.44 -1.49 6.41
H 4.07 -0.45 8.93
H 1.74 1.10 8.62
```

Summary:
Energy relative to the best compared isomer or geometry (same formula, charge and spin) (kJ/mol): 885.1
E_LUMO (eV): -0.747
E_tot (hartree): -1179.3449
Gap between HOMO and LUMO (eV): 7.44
SMILES string: C/C(=N\NC(=O)c1cccc(/N=N/[C@@H](C)c2ccco2)c1)c1ccco1